Record 1
16
Properties=species:S:1:pos:R:3 method="wB97M-V/def2-TZVPD" gap_ev="7.44 / 7.78" lumo_energy_ha="-0.0198 / -0.0619" e_homo_ev="-8.0 / -9.5"
C -0.063 -0.310 2.076
C 0.334 0.994 2.066
C -0.180 -0.952 0.900
C 0.837 1.612 0.946
C 0.090 -0.429 -0.373
C 0.962 0.764 -0.287
C -1.111 -0.464 -2.456
N -0.227 -0.986 -1.558
N 1.721 0.876 -1.241
O -1.818 0.540 -2.407
H -0.401 -0.789 3.030
H 0.387 1.559 2.967
H -0.595 -2.034 0.824
H 1.082 2.611 0.833
H -1.125 -1.005 -3.419
H 0.107 -1.986 -1.902

=====

Record 2
16
Properties=species:S:1:pos:R:3 method="wB97M-V/def2-TZVPD" gap_ev=8.07 lumo_energy_ha=-0.0321 e_homo_ev=-8.9
C -1.291 -0.561 2.871
O -0.937 -0.178 1.586
C 0.018 -0.917 0.977
C 0.557 -0.716 -0.306
C 0.028 0.379 -1.053
C 0.692 0.945 -2.118
C 1.962 0.485 -2.562
N 2.980 0.016 -2.953
C -0.002 1.986 -2.787
N -0.591 2.787 -3.376
H -2.112 -1.198 2.687
H -1.603 0.333 3.425
H -0.586 -1.145 3.355
H 0.465 -1.693 1.624
H 1.360 -1.285 -0.616
H -0.941 0.764 -0.754

=====

Calculated energy relative to the best compared isomer or geometry (same formula, charge and spin) in order - 83.0; 52.2 kcal/mol